The following is a DFT calculation (the ωB97M-V functional and the def2-TZVPD basis) of an isolated molecule of C3H6BrNO2 at a distorted geometry.

Summary:
**Gap between HOMO and LUMO**: 10.64 eV
**SMILES**: C[C@@H](Br)C[N+](=O)[O-]
**Highest occupied orbital energy**: -10.50 eV
**LUMO**: 0.005 hartree
**Spin multiplicity**: 1
**Energy above the lowest of the compared OMol25 structures with the same formula, charge and spin**: 394.5 kJ/mol

Last column: Löwdin charge in e.
Element x y z (Å)
C1 0.46286 0.37606 0.15570  -0.1265
C2 -1.04340 0.05110 0.39236  -0.6198
Br1 -2.23800 1.61888 0.13382  0.6142
C3 -1.50176 -1.29261 -0.73384  -0.0320
N1 -1.43838 -2.57118 0.03265  -0.4502
O1 -1.52419 -3.60570 -0.61838  0.0613
O2 -1.39010 -2.49980 1.21433  0.0879
H1 0.82924 1.06163 0.74410  0.0064
H2 0.53444 0.60860 -0.92200  0.0903
H3 1.06536 -0.43028 0.51871  0.0808
H4 -1.12605 -0.32680 1.33378  0.0111
H5 -0.74153 -1.35659 -1.60352  0.1384
H6 -2.55942 -1.19852 -1.20461  0.1381

Cartesian forces, eV/Å:
C -3.46 -3.15 -3.51
C 0.61 -1.01 -4.59
Br 0.71 -0.98 0.10
C 0.54 2.96 -0.22
N -0.71 -0.50 -2.18
O 0.23 0.61 0.26
O 0.28 -0.31 2.02
H 1.28 4.64 2.85
H 0.75 -0.11 0.65
H 0.20 -1.35 -0.61
H -1.03 -0.79 2.47
H -1.22 0.09 1.60
H 1.83 -0.10 1.16

The following is a DFT calculation (the ωB97M-V functional and the def2-TZVPD basis) of a cluster of 2 separate species, C3H6BrNO2 in total at a distorted geometry.

Summary:
**Gap between HOMO and LUMO**: 9.37 eV
**Highest occupied orbital energy**: -8.89 eV
**LUMO**: 0.017 hartree
**Spin multiplicity**: 1
**Energy above the lowest of the compared OMol25 structures with the same formula, charge and spin**: 333.1 kJ/mol

Last column: Löwdin charge in e.
Element x y z (Å)
C1 -0.04486 0.23198 0.10316  -0.4088
C2 1.65938 -1.91272 -0.24957  -0.3332
C3 -1.47444 1.99856 -0.05488  -0.0280
N1 1.59309 -0.54628 -0.75856  -0.4612
O1 -0.59136 -0.53674 0.85370  0.1156
O2 -0.17311 1.47803 -0.25408  -0.0231
Br1 2.84483 0.46840 0.24471  0.6304
H1 2.72761 -2.31574 -0.30142  0.0764
H2 1.55983 -2.12300 0.82460  0.0549
H3 0.98962 -2.70297 -0.71488  0.0947
H4 -2.02890 1.89398 -0.97528  0.1043
H5 -1.58045 2.95892 0.45674  0.1128
H6 -1.97997 1.31353 0.55540  0.0651

Cartesian forces, eV/Å:
C 2.60 -3.52 0.26
C 1.28 -2.34 0.58
C -1.48 -0.01 0.08
N -3.10 1.13 1.71
O 0.54 2.16 -1.75
O 0.88 -0.56 -0.18
Br 0.31 0.06 -0.06
H -1.11 0.72 -0.82
H -0.70 0.94 0.16
H 0.57 1.55 -0.12
H 0.13 0.76 -0.57
H 0.86 0.03 -0.60
H -0.79 -0.93 1.29

The following is a DFT calculation (the ωB97M-V functional and the def2-TZVPD basis) of a structure of composition C3H6BrNO2S2 at a distorted geometry.

Summary:
**Gap between HOMO and LUMO (alpha / beta)**: 7.87 / 7.87 eV
**Highest occupied orbital energy (alpha / beta)**: -8.57 / -8.57 eV
**LUMO (alpha / beta)**: -0.026 / -0.026 hartree
**Spin multiplicity**: 1
**Energy above the lowest of the compared OMol25 structures with the same formula, charge and spin**: 111.8 kJ/mol

Last column: Löwdin charge in e.
Element x y z (Å)
C1 0.17490 -1.63739 0.01810  -0.5413
C2 -0.14285 1.64769 -0.12277  -0.3734
C3 -1.01381 -0.75960 0.08018  -0.7705
N1 -1.67286 -0.34988 -1.00810  -0.5593
O1 -1.00130 -0.32143 -2.09051  -0.2021
O2 -2.78498 0.18095 -0.93736  -0.0729
S1 1.65611 -0.97876 0.88778  0.7096
S2 0.01464 1.66792 -1.77018  1.0051
Br1 -2.02665 -0.68738 1.66545  0.8118
H1 -0.03683 -2.60860 0.46882  0.0722
H2 0.47798 -1.76414 -1.02101  0.0759
H3 -1.01368 2.03015 0.37683  0.0418
H4 0.75938 1.48019 0.43929  -0.0180
H5 1.14157 -1.05265 2.11781  -0.1449
H6 -1.23298 2.04941 -2.10296  -0.0340

Cartesian forces, eV/Å:
C 0.48 -0.02 0.23
C 0.17 -0.19 -0.91
C 0.12 0.72 0.75
N 0.21 -0.09 -0.39
O -0.16 -0.73 -0.49
O -0.67 0.48 -0.29
S 0.03 -0.26 -0.19
S -0.03 0.48 0.99
Br 0.22 -0.24 0.17
H -0.05 0.03 -0.17
H -0.07 -0.04 0.11
H -0.33 -0.10 -0.03
H 0.09 -0.05 0.01
H -0.07 0.01 0.12
H 0.07 0.00 0.08

The following is a DFT calculation (the ωB97M-V functional and the def2-TZVPD basis) of a cluster of 2 separate species, C3H6Cl2N2S in total at a distorted geometry.

Summary:
**Gap between HOMO and LUMO**: 8.58 eV
**Highest occupied orbital energy**: -8.52 eV
**LUMO**: 0.002 hartree
**Spin multiplicity**: 1
**Energy above the lowest of the compared OMol25 structures with the same formula, charge and spin**: 0.0 kJ/mol

Last column: Löwdin charge in e.
Element x y z (Å)
C1 0.28715 0.36878 -1.51482  -0.2234
C2 -1.76830 0.39869 0.46673  -1.1165
C3 1.56120 1.09758 -1.11028  -0.4734
N1 0.12646 -0.89191 -1.24793  -0.2305
N2 -0.79049 -1.66437 -1.74118  -0.0541
S1 -2.35783 -1.12861 0.22918  0.6514
Cl1 -2.57218 1.86531 -0.11150  0.4685
Cl2 2.31813 0.30139 0.37542  0.5262
H1 -0.00998 0.76055 -2.40791  0.0934
H2 -1.04788 0.67575 1.21251  -0.0139
H3 1.24647 2.20751 -0.86261  0.1217
H4 2.31228 1.14566 -1.81318  0.0283
H5 0.61471 -1.27881 -0.38263  0.1370
H6 -1.19815 -1.14557 -2.58179  0.0855

Cartesian forces, eV/Å:
C 3.38 0.32 2.15
C -1.62 -1.42 -0.19
C -2.75 1.46 3.35
N -0.31 -1.09 0.54
N -0.17 0.07 -1.12
S 0.90 2.16 0.20
Cl 0.16 -0.27 -0.10
Cl -0.40 0.69 -0.77
H -1.82 0.71 -2.23
H 0.45 -0.09 0.07
H 0.82 -2.19 -0.15
H 1.54 -0.20 -1.71
H -0.65 0.62 -1.45
H 0.46 -0.77 1.42

The following is a DFT calculation (the ωB97M-V functional and the def2-TZVPD basis) of a cluster of 2 separate species, C3H6Cl2OS in total at a distorted geometry.

Summary:
**Gap between HOMO and LUMO (alpha / beta)**: 7.94 / 7.99 eV
**Highest occupied orbital energy (alpha / beta)**: -8.77 / -8.79 eV
**LUMO (alpha / beta)**: -0.031 / -0.030 hartree
**Spin multiplicity**: 1
**Energy above the lowest of the compared OMol25 structures with the same formula, charge and spin**: 181.5 kJ/mol

Last column: Löwdin charge in e.
Element x y z (Å)
C1 2.23126 0.41723 0.12747  -0.1076
C2 0.70050 0.13548 0.33278  -0.4184
C3 -2.56958 -0.18880 -0.29408  -1.1501
O1 0.23326 -1.95626 -0.86202  -0.5768
S1 -0.11825 -0.54819 -1.21031  0.9031
Cl1 -2.49423 -0.77460 1.32364  0.5540
Cl2 -2.81314 1.53778 -0.38816  0.4927
H1 2.35579 1.38584 -0.31355  0.0657
H2 2.70137 0.46028 1.11527  0.0807
H3 2.51815 -0.43080 -0.38530  0.0301
H4 0.20093 1.12819 0.39113  0.0624
H5 0.42790 -0.48386 1.10515  0.0235
H6 -3.37396 -0.68229 -0.94202  0.0405

Cartesian forces, eV/Å:
C -2.48 0.31 2.06
C -0.18 4.43 -3.16
C -0.42 -0.14 -1.12
O -0.46 -0.61 -1.28
S 0.22 -0.63 2.70
Cl 0.02 -0.23 -0.14
Cl 0.20 -0.01 -0.05
H 0.29 0.12 -0.75
H 0.00 -0.19 -0.17
H 1.68 -1.34 -1.38
H 0.12 -0.48 0.71
H -0.58 -1.59 1.60
H 1.59 0.36 0.98

The following is a DFT calculation (the ωB97M-V functional and the def2-TZVPD basis) of an isolated molecule of C3H6Cl3O2P at a distorted geometry.

Summary:
**Gap between HOMO and LUMO**: 8.71 eV
**Highest occupied orbital energy**: -8.57 eV
**LUMO**: 0.005 hartree
**Spin multiplicity**: 1
**Energy above the lowest of the compared OMol25 structures with the same formula, charge and spin**: 68.3 kJ/mol

Last column: Löwdin charge in e.
Element x y z (Å)
C1 0.25622 1.64652 0.27931  -0.1608
C2 -1.20249 -2.26249 0.39695  -0.1104
C3 4.00007 0.40868 -0.44890  -1.1977
O1 -0.25103 0.37895 0.63334  -0.4136
O2 -0.00388 -2.02520 1.13633  -0.4134
P1 0.81530 -0.69056 1.29931  0.7661
Cl1 2.32051 -0.92193 -0.36476  0.3029
Cl2 4.23701 0.39038 1.35627  0.3068
Cl3 5.10446 -0.70301 -1.17879  0.4274
H1 -0.51036 2.21613 -0.03579  0.0398
H2 1.01399 1.66504 -0.48592  0.0639
H3 0.72848 2.15401 1.24194  0.1320
H4 -1.19351 -1.82922 -0.61644  0.0955
H5 -2.00827 -1.82133 0.92650  0.0709
H6 -1.55432 -3.28020 0.24077  0.0905

Cartesian forces, eV/Å:
C 3.32 0.33 3.45
C -0.74 0.56 -1.41
C 0.02 0.80 0.74
O 0.90 -1.58 -0.09
O -0.20 -0.92 -0.15
P -0.34 0.88 -0.22
Cl -1.76 -0.85 -0.44
Cl 0.56 0.26 -0.22
Cl 0.58 -0.22 -0.06
H -2.79 1.89 -0.93
H 0.41 -0.59 -0.31
H -0.87 -0.85 -1.91
H 0.40 0.10 0.47
H -0.71 0.75 0.52
H 1.22 -0.54 0.56

The following is a DFT calculation (the ωB97M-V functional and the def2-TZVPD basis) of a cluster of 3 separate species, C3H6Cl6 in total at a distorted geometry.

Summary:
**Gap between HOMO and LUMO (alpha / beta)**: 2.16 / 10.66 eV
**Highest occupied orbital energy (alpha / beta)**: 0.74 / -7.81 eV
**⟨S²⟩**: 0.750
**LUMO (alpha / beta)**: 0.107 / 0.105 hartree
**Spin multiplicity**: 2
**Net charge**: -1
**Energy above the lowest of the compared OMol25 structures with the same formula, charge and spin**: 14.9 kJ/mol

Last column: Mulliken spin population.
Element x y z (Å)
C1 -25.92388 21.11475 -18.51033  1.5361
Cl1 -25.88511 20.50195 -20.14877  -0.1982
Cl2 -25.57716 22.85722 -18.44692  -0.5372
H1 -26.95499 20.91832 -18.21650  -0.3933
H2 -25.21071 20.54558 -17.91406  -0.1246
C2 -30.31398 27.22618 -22.10393  0.2870
Cl3 -30.27762 28.00664 -23.71845  0.0458
Cl4 -31.51827 28.03977 -20.95817  0.0142
H3 -30.73993 26.23184 -22.23787  -0.0914
H4 -29.32005 27.17227 -21.65974  -0.0729
C3 -27.11690 25.86823 -18.53294  0.9708
Cl5 -26.14126 27.17892 -17.68649  0.0151
Cl6 -28.59750 26.52142 -19.12660  -0.2536
H5 -26.58153 25.50411 -19.40981  -0.0525
H6 -27.25374 24.99253 -17.89850  -0.1453

Cartesian forces, eV/Å:
C -0.47 -0.07 0.00
Cl 0.31 -0.20 -0.66
Cl 0.15 -0.48 0.22
H 0.19 0.37 0.48
H -0.07 0.35 -0.03
C -0.97 -0.21 0.06
Cl 0.09 -0.08 0.57
Cl 0.85 -0.19 -0.60
H 0.26 0.13 -0.02
H -0.19 0.33 -0.07
C 0.98 -0.31 -0.27
Cl -0.29 -0.74 -0.26
Cl -0.94 0.26 0.12
H 0.37 0.35 0.05
H -0.28 0.49 0.40

The following is a DFT calculation (the ωB97M-V functional and the def2-TZVPD basis) of a cluster of 3 separate species, C3H6Cl6 in total at a distorted geometry.

Summary:
**Gap between HOMO and LUMO**: 11.41 eV
**SMILES**: ClCCl.ClCCl.ClCCl
**Highest occupied orbital energy**: -10.94 eV
**LUMO**: 0.017 hartree
**Spin multiplicity**: 1
**Energy above the lowest of the compared OMol25 structures with the same formula, charge and spin**: 56.3 kJ/mol

Last column: Löwdin charge in e.
Element x y z (Å)
Cl1 1.76178 -3.99705 -1.48583  0.4826
C1 3.31982 -4.58764 -0.86155  -0.9760
Cl2 2.96849 -5.41513 0.73121  0.4247
H1 3.76983 -5.31376 -1.53046  0.0183
H2 4.13961 -3.85817 -0.59758  0.0502
Cl3 -2.32899 4.97200 1.37007  0.5183
C2 -1.98558 3.98984 -0.05383  -1.0532
Cl4 -0.31820 4.12592 -0.61978  0.4999
H3 -2.07868 2.93370 0.19288  -0.0732
H4 -2.57336 4.24499 -0.95376  0.0424
Cl5 -1.02629 1.44497 2.15797  0.4996
C3 -1.18392 0.51436 0.63038  -0.9795
Cl6 -2.86853 0.26145 0.19832  0.5241
H5 -0.80570 1.15265 -0.13578  -0.0134
H6 -0.79029 -0.46814 0.95774  0.0350

Cartesian forces, eV/Å:
Cl 0.95 0.21 -0.08
C 0.65 -0.10 1.45
Cl 0.37 0.18 -0.73
H -0.43 -0.12 -0.08
H -1.55 -0.16 -0.56
Cl -0.06 -0.10 -0.41
C 0.00 -0.48 -0.78
Cl 0.59 0.21 0.03
H -0.49 0.39 0.16
H -0.13 0.08 0.98
Cl -0.09 0.17 -0.04
C -0.59 -0.57 1.90
Cl -0.54 -0.12 -0.08
H 1.04 -0.35 -0.51
H 0.28 0.75 -1.26